(1)
The following is a DFT calculation (ωB97M-V/def2-TZVPD) of 2 unconnected molecules or ions with the total composition C7H10O2 at a distorted geometry.

XYZ file:
```
19
Properties=species:S:1:pos:R:3:forces:R:3
C -2.0511 0.0272 -0.6220 -0.44 0.44 1.04
C -0.6277 0.3676 -0.3399 1.18 -2.31 -1.17
C 0.4982 -0.3948 -0.5018 -2.56 0.12 -0.22
C 0.8452 -1.8129 -0.6537 0.68 -0.17 0.30
C 0.4190 0.7995 -1.3152 0.80 1.39 0.25
H -2.6547 0.9381 -0.6225 -0.10 -0.15 0.03
H -2.4463 -0.6561 0.1342 -0.07 0.05 -0.09
H -2.1681 -0.4473 -1.6002 0.31 0.02 -0.02
H 0.0812 -2.3194 -1.2563 -0.08 0.16 0.09
H 0.8822 -2.3097 0.3184 0.00 -0.03 -0.06
H 1.8062 -1.9325 -1.1584 -0.05 -0.07 0.15
H 0.2644 0.6502 -2.3782 0.04 0.13 -0.26
H 0.9735 1.6884 -1.0251 0.11 0.15 -0.24
O 0.0477 2.4168 1.4531 -0.65 -1.46 -0.82
C -0.0565 1.1740 1.4768 2.69 1.38 2.47
C 1.3499 0.4895 1.8533 -1.22 0.07 0.24
O 1.4469 -0.4632 2.5927 -0.06 0.61 -0.76
H -0.8073 0.6486 2.0876 -0.76 -0.16 -0.81
H 2.1973 1.1361 1.5572 0.16 -0.18 -0.12
```
Forces are in eV/Å.

LUMO (alpha / beta): -0.8 / -0.8 eV
2S+1: 1
SMILES: CC1=C(C)C1.O=CC=O
energy relative to the best compared isomer or geometry (same formula, charge and spin): 464.14 kJ/mol



(2)
The following is a DFT calculation (ωB97M-V/def2-TZVPD) of a molecular structure, C18H12F5N2O2STi at a distorted geometry.

XYZ file:
```
41
Properties=species:S:1:pos:R:3:forces:R:3
Ti -0.0509 0.0585 0.8103 -0.34 -3.62 -1.31
C 3.3293 1.1228 2.7253 -0.06 -0.01 -0.13
C 2.3311 1.2088 1.6163 0.35 0.24 -0.03
O 1.6065 0.1208 1.3962 3.57 1.02 1.33
C 2.2155 2.2852 0.7885 -0.05 0.12 0.03
C 1.2621 2.2304 -0.2878 -0.10 -0.01 0.37
C 1.6771 2.5554 -1.6887 -0.14 -0.08 0.01
N 0.0053 1.8400 -0.0922 0.15 1.27 -1.11
N -0.5717 2.1469 1.1507 0.04 0.39 0.55
C -1.6361 1.4042 1.4026 -0.61 0.62 0.03
O -1.8603 0.3211 0.7037 -2.65 0.80 0.28
C -2.4430 1.6520 2.6124 -0.20 0.01 0.08
C -2.4800 2.9015 3.2217 0.12 -0.04 -0.10
C -3.2127 3.0759 4.3837 -0.01 0.08 0.03
C -3.8937 2.0061 4.9466 -0.01 -0.04 0.02
C -3.8703 0.7610 4.3318 -0.01 0.05 0.05
C -3.1557 0.5851 3.1606 -0.01 0.08 -0.12
H 4.0684 0.3539 2.4945 -0.01 -0.02 0.02
H 2.8220 0.8294 3.6454 0.00 0.01 0.01
H 3.8292 2.0769 2.8736 0.02 -0.02 0.03
H 2.9500 3.0768 0.8400 0.02 -0.02 -0.03
H 2.5461 3.2112 -1.6644 0.04 -0.04 -0.02
H 0.8625 3.0431 -2.2207 0.01 -0.03 -0.03
H 1.9504 1.6505 -2.2349 0.06 -0.01 0.02
H -1.9247 3.7164 2.7760 -0.02 0.02 0.04
H -3.2569 4.0497 4.8538 0.04 -0.01 0.00
H -4.4435 2.1409 5.8692 -0.02 0.02 -0.02
H -4.4073 -0.0706 4.7691 0.00 0.00 -0.02
H -3.1441 -0.3723 2.6576 0.04 -0.02 0.01
F 0.1392 -3.7047 6.3378 0.00 -0.03 0.10
C 0.0382 -3.3820 5.0518 0.00 0.02 -0.23
C -0.0599 -2.0617 4.6612 -0.02 0.07 -0.01
F -0.0608 -1.0804 5.5642 0.00 -0.01 0.07
C -0.1562 -1.7625 3.3176 0.00 -0.21 -0.07
F -0.2660 -0.4325 3.0022 -0.20 -0.29 0.07
C -0.1507 -2.7043 2.2956 0.04 -0.11 0.63
S -0.2378 -2.3222 0.6027 -0.03 -0.34 -0.54
C -0.0602 -4.0320 2.7366 0.00 0.29 -0.12
F -0.0556 -5.0150 1.8393 0.01 -0.11 -0.01
C 0.0344 -4.3663 4.0728 -0.01 0.02 0.12
F 0.1270 -5.6428 4.4406 0.00 -0.07 -0.01
```
Forces are in eV/Å.

LUMO (alpha / beta): -0.5 / -0.7 eV
2S+1: 2
energy relative to the best compared isomer or geometry (same formula, charge and spin): 230.37 kJ/mol



(3)
The following is a DFT calculation (ωB97M-V/def2-TZVPD) of 4 unconnected molecules or ions with the total composition C15H25NO11S at a distorted geometry.

XYZ file:
```
53
Properties=species:S:1:pos:R:3:forces:R:3
C 2.6836 -2.7431 -36.2743 -0.46 1.85 1.49
O 2.6625 -4.0707 -36.6205 0.38 -1.67 -0.96
C 1.8497 -4.9798 -35.9990 0.23 4.22 0.39
O 1.2308 -4.6748 -35.0108 -0.17 -0.84 0.33
O 1.8303 -6.0077 -36.7462 0.14 -2.25 -0.52
C 1.0208 -7.1046 -36.3319 -1.48 -0.71 -0.02
H 3.0314 -2.1045 -37.0863 -0.07 -0.60 -0.23
H 3.2939 -2.5211 -35.3988 0.53 -0.34 0.04
H 1.7265 -2.3400 -35.9432 -0.47 -0.32 -0.33
H 1.4634 -8.0546 -36.6316 0.24 0.35 0.16
H 0.0537 -7.0389 -36.8302 0.10 0.11 -0.47
H 0.7064 -7.0872 -35.2884 0.83 0.16 0.19
C 6.3064 3.9974 -38.0798 1.36 1.67 -0.18
O 5.4803 2.8811 -38.1416 -0.36 0.29 0.54
C 6.0252 1.7592 -37.7220 2.42 -2.49 -0.55
O 7.1855 1.4187 -37.5089 -0.96 2.13 -0.07
O 5.0835 0.8619 -37.7280 -2.01 -1.96 0.42
C 5.4226 -0.5586 -37.7868 0.55 0.54 -0.10
H 5.8164 4.8784 -38.4944 -0.39 -0.42 -0.20
H 7.2187 3.8276 -38.6516 0.05 -0.03 0.08
H 6.5826 4.2892 -37.0665 0.00 -0.40 0.18
H 6.4042 -0.8264 -37.3958 0.03 0.65 0.19
H 5.4578 -0.8006 -38.8490 -0.42 -0.29 0.11
H 4.6968 -1.1244 -37.2027 -0.11 0.39 -0.43
C 0.0515 0.1930 -28.9832 0.61 0.09 -0.05
C 0.7773 -1.0113 -29.1564 0.04 -0.69 -0.41
C 1.2080 -1.3752 -30.3918 0.72 -1.65 1.74
C 1.0915 -0.5237 -31.4520 0.12 -0.46 -0.43
C 0.4133 0.6906 -31.3089 -0.78 1.30 -0.69
C -0.1165 1.0763 -30.1072 -0.38 -1.11 0.25
N 1.6231 -1.0207 -32.7318 1.24 -0.84 -2.50
O 1.3863 -0.3623 -33.7514 0.07 -0.74 1.95
O 2.2990 -2.0715 -32.7043 -1.52 2.30 0.43
H -0.3207 0.3909 -27.9888 -0.32 0.38 -0.07
H 0.9814 -1.7713 -28.4166 -0.35 0.51 0.70
H 1.6749 -2.3483 -30.4288 0.16 0.08 -0.68
H 0.2295 1.2239 -32.2298 0.02 0.38 0.03
H -0.8373 1.8705 -29.9803 0.37 0.42 -0.30
O 1.0187 -10.2116 -37.4803 3.03 -3.67 -0.13
S 2.0392 -11.3570 -37.4943 -1.19 2.62 -0.70
O 2.3156 -12.0694 -36.2534 -0.78 0.44 -2.28
O 1.6999 -12.3662 -38.8034 0.70 1.44 3.09
C 1.1438 -11.7239 -39.9574 -1.04 -1.44 -0.72
C 0.4625 -12.9197 -40.6108 -1.14 -0.27 -1.67
C 3.6325 -10.7146 -38.1334 -0.70 -0.50 0.51
H 1.9147 -11.2994 -40.6006 0.11 0.09 0.18
H 0.3823 -10.9850 -39.7079 0.32 0.06 0.29
H -0.2829 -12.6572 -41.3615 -0.29 0.87 0.12
H -0.1176 -13.5324 -39.9208 0.41 0.13 0.32
H 1.0332 -13.5697 -41.2740 0.91 -0.07 0.73
H 3.4952 -10.2761 -39.1219 -0.19 0.26 0.31
H 4.3173 -11.5560 -38.2388 -0.16 -0.06 0.24
H 3.9835 -10.0281 -37.3630 0.04 0.12 -0.30
```
Forces are in eV/Å.

LUMO (alpha / beta): -6.0 / -9.6 eV
2S+1: 2
total charge: +1



(4)
The following is a DFT calculation (ωB97M-V/def2-TZVPD) of 2 unconnected molecules or ions with the total composition C4H9ClSi at a distorted geometry.

XYZ file:
```
15
Properties=species:S:1:pos:R:3:forces:R:3
C 1.9865 -1.2823 1.7276 -0.61 -0.14 -0.32
C 1.8276 -0.3243 0.8722 4.21 2.85 0.62
C -0.6645 1.9019 0.0328 -0.84 -1.36 -2.23
C -1.8051 -1.0096 -1.1020 0.45 1.23 0.95
Si -0.2709 0.1540 -0.7383 -2.99 -0.85 1.28
Cl 0.7821 0.3411 -2.4235 0.83 0.37 -1.27
H 2.8324 -1.3606 2.4009 -0.02 -0.06 0.11
H 1.2036 -2.0210 1.7229 -0.15 -0.69 0.37
H 2.5632 0.6021 0.6953 -1.85 -1.89 0.08
H -1.1105 1.8193 1.0027 -0.18 0.10 0.46
H 0.2407 2.4339 0.0035 1.34 0.73 0.48
H -1.2988 2.4351 -0.7047 -0.10 -0.27 0.56
H -1.5306 -1.9763 -1.4659 0.56 -0.57 -0.21
H -2.3604 -1.1702 -0.1544 0.12 0.32 -0.63
H -2.3955 -0.5430 -1.8691 -0.77 0.22 -0.26
```
Forces are in eV/Å.

LUMO (alpha / beta): 1.0 / -1.9 eV
2S+1: 3
energy relative to the best compared isomer or geometry (same formula, charge and spin): 0.00 kJ/mol



(5)
The following is a DFT calculation (ωB97M-V/def2-TZVPD) of 2 unconnected molecules or ions with the total composition C2H9N4O at a distorted geometry.

XYZ file:
```
16
Properties=species:S:1:pos:R:3:forces:R:3
C 0.5884 0.5256 -0.1304 -2.33 -0.57 2.03
C -1.8397 -1.5891 1.0952 -2.40 2.12 -0.31
N -0.5560 1.1013 -0.5219 1.26 -0.91 2.53
N 1.7104 0.2612 -0.7556 -0.14 0.14 0.29
N -0.0191 -0.2678 1.7662 -0.65 -0.93 -2.64
N 1.8878 0.6658 -2.1023 -3.71 -0.30 1.83
O -1.3904 -0.3492 1.7115 2.10 0.68 -0.11
H -3.0134 -1.5005 1.2085 2.67 -0.84 -0.11
H -1.2739 -2.3965 1.4344 0.19 -1.49 1.54
H -1.5369 -1.5588 0.0711 -0.30 0.42 -1.09
H -1.2461 1.2946 0.2438 0.82 -0.62 -1.02
H 2.5409 -0.0874 -0.2465 -1.03 0.17 -0.16
H 0.1625 0.6087 2.2160 -0.06 0.92 0.59
H 2.1798 1.5730 -2.0985 0.89 3.23 -0.03
H -0.7554 1.5560 -1.3632 0.11 0.61 -1.73
H 2.5609 0.1630 -2.5280 2.57 -2.62 -1.61
```
Forces are in eV/Å.

LUMO (alpha / beta): -4.8 / -4.8 eV
2S+1: 1
total charge: +1
energy relative to the best compared isomer or geometry (same formula, charge and spin): 706.55 kJ/mol



(6)
The following is a DFT calculation (ωB97M-V/def2-TZVPD) of C3H3NO2 in the gas phase.

XYZ file:
```
9
Properties=species:S:1:pos:R:3:forces:R:3
O -0.1088 0.7231 -2.1041 0.00 -0.35 -0.44
C -0.2050 0.6088 -0.5085 0.21 0.56 -0.21
N 0.0771 1.7640 -0.9536 -0.03 -0.39 0.70
O 0.8058 0.2885 2.1450 -0.26 -0.26 -0.26
C 0.1396 -0.5667 1.5902 0.18 0.27 0.15
C -0.4070 -0.4846 0.2457 -0.02 -0.03 0.01
H 0.8014 0.4779 -2.3678 -0.21 0.01 0.16
H -0.0878 -1.5231 2.1023 0.01 0.10 -0.04
H -1.0154 -1.2878 -0.1492 0.11 0.08 -0.06
```
Forces are in eV/Å.

LUMO: -0.1 eV
2S+1: 1
energy relative to the best compared isomer or geometry (same formula, charge and spin): 548.25 kJ/mol



no.,calculated total energy (eV)
1,-11511.04589
2,-73473.10210
3,-50792.80780
4,-24689.77263
5,-10215.92743
6,-8739.44896